No. 1
Formula: C2H6OSSi
Source: the Open Molecules 2025 dataset
Level of theory: ωB97M-V with the def2-TZVPD basis set

Summary:
- orbital gap (hartree) = 0.327
- LUMO (Eh) = 0.0160
- energy relative to the best compared isomer or geometry (same formula, charge and spin) (kJ/mol) = 57.56
- SMILES string = C[Si]1(C)OS1
- DFT total energy (eV) = -22931.2653
- F_max (eV/A) = 5.1
- charge = 0

```
11
Properties=species:S:1:pos:R:3:forces:R:3:lowdin_charge:R:1
C 0.1529 -1.7852 0.3633 2.5 3.2 -3.0 -0.187
Si -0.1722 -0.0618 1.1492 -0.7 0.4 -0.4 0.317
C -0.3551 1.7331 0.2526 -2.5 -4.1 -1.3 -0.157
O 0.2774 -0.0228 2.7509 0.3 0.1 -0.2 -0.657
S -1.4748 -0.3340 2.7901 0.1 0.2 -0.2 0.592
H 0.4287 -2.4219 1.1088 0.0 -1.9 2.3 -0.018
H -0.6447 -2.0638 -0.2675 -1.2 -0.6 -0.3 0.003
H 1.0689 -1.8771 -0.3563 -1.4 0.7 1.1 0.069
H -0.1417 2.4100 0.9719 0.7 2.2 2.4 -0.038
H 0.3447 1.8234 -0.5604 -0.1 0.1 -0.6 0.005
H -1.4941 1.8530 -0.0097 2.4 -0.3 0.1 0.072
```
Positions in Å, forces in eV/Å.



No. 2
Formula: C2H6OSSi
Source: the Open Molecules 2025 dataset
Level of theory: ωB97M-V with the def2-TZVPD basis set

Summary:
- orbital gap (hartree) = 0.326
- LUMO (Eh) = -0.0031
- energy relative to the best compared isomer or geometry (same formula, charge and spin) (kJ/mol) = 238.93
- SMILES string = O=C([SiH3])CS
- DFT total energy (eV) = -22929.3855
- F_max (eV/A) = 4.1
- charge = 0

```
11
Properties=species:S:1:pos:R:3:forces:R:3:lowdin_charge:R:1
O -0.4090 1.1016 1.0072 -0.3 -0.8 -0.9 -0.076
C -0.1848 0.3189 0.0918 1.7 2.1 0.4 -0.591
Si -1.5400 -1.0146 -0.1237 -0.9 -0.2 0.2 0.703
C 1.2793 0.5253 -0.5970 -3.2 2.4 0.7 -0.571
S 2.4653 0.2168 0.6807 0.5 0.0 0.4 0.708
H -1.8396 -1.0650 1.3457 0.6 -1.1 -0.3 -0.048
H -2.9423 -0.6342 -0.4146 0.3 0.6 -0.7 -0.092
H -1.2274 -2.0887 -1.1628 0.1 0.3 1.0 -0.068
H 1.2654 1.6640 -0.9056 0.2 -2.4 0.3 0.115
H 1.2797 -0.1314 -1.4214 0.8 -0.7 -1.0 0.030
H 1.8532 1.1072 1.4998 0.3 -0.3 -0.1 -0.110
```
Positions in Å, forces in eV/Å.



No. 3
Formula: C2H6P2
Source: the Open Molecules 2025 dataset
Level of theory: ωB97M-V with the def2-TZVPD basis set

Summary:
- orbital gap (hartree) = 0.299
- LUMO (Eh) = -0.0095
- energy relative to the best compared isomer or geometry (same formula, charge and spin) (kJ/mol) = 75.59
- SMILES string = [H]/P=C(/C)P
- DFT total energy (eV) = -20746.3098
- F_max (eV/A) = 4.5
- charge = 0

```
10
Properties=species:S:1:pos:R:3:forces:R:3:lowdin_charge:R:1
H -1.7013 -0.8593 -1.9648 -0.2 0.3 0.0 -0.190
P -2.0574 -0.1987 -0.7479 4.0 -0.4 1.1 0.732
C -0.3034 -0.0704 -0.1898 -4.3 0.8 -1.1 -0.994
C -0.0905 0.5589 1.1566 0.1 1.4 -1.0 -0.284
P 1.1507 -0.1130 -1.2640 0.3 -1.0 1.5 0.744
H 0.4470 -0.0601 1.8471 -0.2 -0.7 0.6 0.062
H -1.0266 0.9964 1.4782 -0.2 -0.4 0.8 0.040
H 0.5820 1.4320 1.0712 -0.1 -0.2 -0.3 0.068
H 1.0637 -1.5366 -1.3709 0.4 0.3 -0.2 -0.099
H 1.9359 -0.1492 -0.0158 0.1 -0.2 -1.3 -0.080
```
Positions in Å, forces in eV/Å.



No. 4
Formula: C2H6P2
Source: the Open Molecules 2025 dataset
Level of theory: ωB97M-V with the def2-TZVPD basis set

Summary:
- orbital gap (alpha / beta) (hartree) = 0.293 / 0.278
- LUMO (alpha / beta) (Eh) = -0.0167 / -0.0285
- energy relative to the best compared isomer or geometry (same formula, charge and spin) (kJ/mol) = 262.57
- DFT total energy (eV) = -20744.3718
- F_max (eV/A) = 1.5
- charge = 0

```
10
Properties=species:S:1:pos:R:3:forces:R:3:lowdin_charge:R:1
C 0.9660 0.8808 0.3754 -0.1 0.1 0.0 -0.457
C 0.2235 0.1172 -0.6300 -1.4 0.0 0.4 -0.511
P 1.4428 -0.9163 0.1743 0.0 -0.2 0.3 0.812
P -2.6153 -0.2880 0.0638 1.2 0.6 -0.6 0.609
H 1.6144 1.6928 0.0627 0.0 -0.1 -0.1 0.063
H 0.4918 1.0657 1.3309 0.0 0.0 0.1 0.046
H 0.1380 0.3543 -1.6738 -0.1 0.1 -0.1 0.027
H 2.4259 -0.7246 -0.8198 0.2 0.0 -0.1 -0.101
H -2.2266 -0.5445 1.3831 0.2 0.0 0.4 -0.244
H -2.4606 -1.6374 -0.2666 0.0 -0.4 -0.2 -0.246
```
Positions in Å, forces in eV/Å.



No. 5
Formula: C2H6P2
Source: the Open Molecules 2025 dataset
Level of theory: ωB97M-V with the def2-TZVPD basis set

Summary:
- orbital gap (alpha / beta) (hartree) = 0.314 / 0.218
- LUMO (alpha / beta) (Eh) = -0.0085 / -0.0434
- energy relative to the best compared isomer or geometry (same formula, charge and spin) (kJ/mol) = 425.85
- DFT total energy (eV) = -20742.6795
- F_max (eV/A) = 4.7
- charge = 0

```
10
Properties=species:S:1:pos:R:3:forces:R:3:lowdin_charge:R:1
C -0.1062 0.0059 -0.1994 -3.7 2.0 0.6 -0.704
C 0.4970 1.3115 0.1456 -2.8 1.6 0.8 -0.263
P -2.5850 -0.3133 0.2767 3.0 1.6 -0.9 0.599
P 0.7329 -1.4303 -0.1261 -2.5 -3.4 2.2 0.723
H 1.5806 1.3829 -0.0178 -0.4 0.2 -0.2 0.061
H 0.2605 1.4570 1.2284 0.7 0.0 -0.4 0.066
H -0.1769 2.1772 -0.2771 1.8 -1.4 0.2 0.098
H -2.4767 -1.6305 0.6728 0.3 -0.9 0.2 -0.308
H 1.9308 -1.0579 -0.3740 3.8 1.2 -1.1 -0.161
H 0.3428 -1.9025 -1.3291 0.0 -0.9 -1.4 -0.111
```
Positions in Å, forces in eV/Å.



No. 6
Formula: C2H7BS
Source: the Open Molecules 2025 dataset
Level of theory: ωB97M-V with the def2-TZVPD basis set

Summary:
- orbital gap (hartree) = 0.333
- LUMO (Eh) = 0.0161
- energy relative to the best compared isomer or geometry (same formula, charge and spin) (kJ/mol) = 209.55
- DFT total energy (eV) = -13697.2937
- F_max (eV/A) = 5.3
- charge = 0

```
11
Properties=species:S:1:pos:R:3:forces:R:3:lowdin_charge:R:1
B -0.4171 0.1043 0.1103 2.0 -2.2 -1.0 -0.535
C 0.8120 -1.8454 -0.1736 -3.1 3.2 2.9 -0.022
C 0.3041 1.4952 0.1276 -1.2 1.4 -2.1 -0.139
S -2.1815 -0.2441 0.0191 1.1 -0.5 0.1 0.769
H -0.0514 -2.3963 -0.4467 -0.6 -0.8 -0.2 -0.055
H 0.9854 -1.9549 0.9306 0.5 -0.2 -1.4 0.005
H 1.5700 -1.9240 -0.8965 1.2 0.4 -0.5 -0.032
H 1.0563 1.7788 0.8215 0.6 -0.3 1.0 0.033
H -0.3803 2.4000 0.0280 0.3 -1.1 0.5 0.066
H 0.8408 1.6032 -0.8540 -0.3 -0.6 0.6 0.075
H -2.5383 0.9832 0.3337 -0.4 0.7 0.1 -0.167
```
Positions in Å, forces in eV/Å.



No. 7
Formula: C2H7Br2N3O4PdS2
Source: the Open Molecules 2025 dataset
Level of theory: ωB97M-V with the def2-TZVPD basis set

Summary:
- orbital gap (alpha / beta) (hartree) = 0.231 / 0.232
- LUMO (alpha / beta) (Eh) = -0.0826 / -0.0822
- energy relative to the best compared isomer or geometry (same formula, charge and spin) (kJ/mol) = 217.91
- DFT total energy (eV) = -180080.4892
- F_max (eV/A) = 3.0
- charge = 0

```
21
Properties=species:S:1:pos:R:3:forces:R:3:lowdin_charge:R:1
Pd -0.3305 0.7646 -0.6048 2.1 1.7 0.0 0.530
Br -3.2283 0.7225 0.2761 -0.5 -0.1 0.2 0.646
C -3.1667 1.1444 -1.5918 -0.2 0.0 0.2 -0.995
Br -1.9742 2.6583 -1.7890 0.1 0.0 0.1 0.684
H -4.1597 1.4081 -1.9340 0.1 0.1 0.0 0.010
H -2.7230 0.3111 -2.1250 0.0 0.0 0.0 -0.018
N 0.0126 -0.8427 1.9833 -0.4 -0.1 -0.2 0.028
N 1.3809 -0.6191 2.0061 0.2 -0.1 -0.5 -0.080
C 1.9264 0.5077 1.5090 -0.2 0.1 0.7 -0.811
N 3.2547 0.5957 1.6031 0.0 -0.1 -0.2 0.113
S 1.0627 1.8858 0.9777 -0.5 -0.6 -0.3 0.657
H -0.3185 -1.0835 2.9075 0.1 0.0 0.0 0.097
H -0.2523 -1.5598 1.3050 0.1 0.3 -0.1 0.085
H 1.9774 -1.4364 2.0192 0.1 0.0 0.1 0.154
H 3.8155 -0.1854 1.9005 0.0 0.0 0.1 0.118
H 3.7157 1.3947 1.2072 0.0 0.0 -0.1 0.102
O -0.0601 -2.3481 -2.8179 0.6 0.1 -0.2 -0.273
S -0.1883 -1.1956 -1.9875 -2.1 -2.1 0.0 0.238
O 1.0347 -0.9179 -1.1401 0.2 1.3 0.8 -0.369
O -1.3094 -1.2884 -0.9906 0.2 -1.0 -0.6 -0.495
O -0.4696 0.0838 -2.7142 0.1 0.3 0.0 -0.421
```
Positions in Å, forces in eV/Å.



No. 8
Formula: C2H7BrN
Source: the Open Molecules 2025 dataset
Level of theory: ωB97M-V with the def2-TZVPD basis set

Summary:
- orbital gap (alpha / beta) (hartree) = 0.324 / 0.338
- LUMO (alpha / beta) (Eh) = -0.1908 / -0.2039
- energy relative to the best compared isomer or geometry (same formula, charge and spin) (kJ/mol) = 495.39
- DFT total energy (eV) = -73707.4514
- F_max (eV/A) = 4.5
- charge = +1

```
11
Properties=species:S:1:pos:R:3:forces:R:3:lowdin_charge:R:1
C -1.1536 0.0698 0.0238 -2.5 3.3 -1.9 -0.066
C 1.2149 -0.3584 0.3748 1.3 0.0 -2.5 -0.556
N 0.2300 0.6238 -0.1292 -0.6 0.6 1.3 -0.083
Br 3.0522 -0.1113 -0.0167 -1.6 -0.1 0.2 0.798
H -1.1550 -0.6157 -0.8066 -0.9 -0.6 0.0 0.000
H -1.4113 -0.3180 0.9580 0.4 -1.0 1.5 0.082
H -2.0151 0.9007 -0.1374 2.4 -1.6 0.0 0.172
H 0.9363 -0.7519 1.3126 -0.2 -0.4 0.9 0.056
H -0.2885 -1.8089 -1.0216 0.8 -0.4 0.1 0.217
H 0.3669 1.3786 0.5573 -0.3 0.6 -0.7 0.176
H 0.2234 0.9915 -1.1152 1.1 -0.5 1.1 0.205
```
Positions in Å, forces in eV/Å.



No. 9
Formula: C2H7BrN2
Source: the Open Molecules 2025 dataset
Level of theory: ωB97M-V with the def2-TZVPD basis set

Summary:
- orbital gap (hartree) = 0.376
- LUMO (Eh) = 0.0357
- energy relative to the best compared isomer or geometry (same formula, charge and spin) (kJ/mol) = 49.70
- SMILES string = C=CBr.NN
- DFT total energy (eV) = -75207.7041
- F_max (eV/A) = 3.3
- charge = 0

```
12
Properties=species:S:1:pos:R:3:forces:R:3:lowdin_charge:R:1
C -0.2639 -1.7507 0.3800 -3.3 0.3 -0.5 -0.123
C -1.2969 -1.1309 1.0171 0.0 -1.2 -1.8 -0.650
Br -1.0666 -0.3360 2.7791 -0.3 -0.4 -1.2 0.566
H 0.6665 -1.7697 0.8238 1.9 0.0 0.9 0.007
H -0.3420 -2.3161 -0.6052 -0.3 1.1 1.4 0.085
H -2.3520 -1.1144 0.5398 1.9 0.2 1.3 0.073
N 0.3890 1.1776 -1.5014 0.1 -1.9 2.6 -0.045
N 1.1293 1.1261 -0.2174 -2.4 0.6 0.4 -0.069
H 0.5246 2.0736 -1.8281 -0.2 2.3 -1.3 0.013
H -0.6016 1.0277 -1.2631 0.7 0.2 -0.2 0.059
H 1.1610 2.0087 0.3229 -0.7 -0.4 -0.6 0.073
H 2.0524 1.0043 -0.4474 2.6 -0.8 -0.9 0.012
```
Positions in Å, forces in eV/Å.



No. 10
Formula: C2H7BrSi
Source: the Open Molecules 2025 dataset
Level of theory: ωB97M-V with the def2-TZVPD basis set

Summary:
- orbital gap (alpha / beta) (hartree) = 0.300 / 0.271
- LUMO (alpha / beta) (Eh) = -0.0011 / -0.0106
- energy relative to the best compared isomer or geometry (same formula, charge and spin) (kJ/mol) = 582.04
- DFT total energy (eV) = -80102.3267
- F_max (eV/A) = 3.5
- charge = 0

```
11
Properties=species:S:1:pos:R:3:forces:R:3:lowdin_charge:R:1
C 0.8975 -2.8079 -0.3571 -0.2 -0.2 1.5 -0.202
C 0.9328 1.3716 -0.4089 -1.5 -0.2 0.4 -0.700
Si -0.7633 2.3047 -0.2846 3.4 -0.6 0.3 0.559
Br 0.7354 -0.4589 -0.9333 0.5 1.9 -0.5 0.739
H 1.9883 -2.8445 -0.1650 -1.2 0.0 0.2 0.004
H 0.0851 -2.5463 0.3621 1.3 -0.8 -0.3 -0.016
H 0.5351 -3.1232 -1.2992 -0.1 -0.4 -0.9 -0.042
H 1.8640 1.5798 0.1080 -0.1 -0.1 -0.2 -0.037
H -0.8107 2.7691 -1.6020 -0.7 0.8 -1.6 -0.099
H -1.7679 1.4174 0.0775 -1.5 -1.2 0.4 -0.106
H -0.6003 3.3647 0.6614 -0.1 0.8 0.6 -0.099
```
Positions in Å, forces in eV/Å.